[1]
Molecular formula: C41H44Cl3FN7O4RuS
Method: DFT, the ωB97M-V functional and the def2-TZVPD basis

The net charge is +2. Its gap between HOMO and LUMO (alpha / beta) is 0.192 / 0.060 hartree. As for the multiplicity: 2.

```
102
Properties=species:S:1:pos:R:3:lowdin_spin:R:1
Ru 0.119 -0.293 -0.689 -0.003
C 2.389 -6.949 -3.869 0.000
C 2.601 -5.714 -4.723 0.000
C 2.037 -5.868 -6.137 0.000
C 2.541 -4.722 -7.006 0.000
C 2.448 -3.406 -6.293 0.000
C 2.567 -2.228 -7.005 0.000
C 2.428 -1.003 -6.360 0.000
F 2.499 0.132 -7.068 0.000
C 2.178 -0.924 -5.013 0.000
C 2.001 -2.100 -4.280 0.000
C 1.558 -2.018 -2.893 0.000
O 1.618 -0.917 -2.285 -0.001
C 1.058 -3.240 -2.370 0.000
C 1.398 -4.426 -2.981 0.000
N 2.021 -4.492 -4.157 0.000
C 2.168 -3.348 -4.910 0.000
C 0.140 -3.276 -1.134 0.000
O 0.178 -4.243 -0.405 0.001
O -0.656 -2.279 -1.072 0.002
H 2.949 -7.773 -4.304 0.000
H 1.340 -7.231 -3.841 0.000
H 2.761 -6.798 -2.858 0.000
H 3.677 -5.511 -4.801 0.000
H 0.947 -5.862 -6.087 0.000
H 2.349 -6.823 -6.556 0.000
H 1.965 -4.669 -7.931 0.000
H 3.584 -4.900 -7.286 0.000
H 2.750 -2.244 -8.067 0.000
H 2.099 0.029 -4.520 0.000
H 1.166 -5.347 -2.468 0.000
Cl -5.749 0.730 8.816 0.000
C -4.464 0.604 7.688 0.000
C -3.145 0.759 8.110 0.002
C -2.119 0.640 7.192 0.001
C -2.373 0.386 5.849 0.000
C -1.237 0.326 4.851 0.001
C -0.718 -1.113 4.592 0.001
N 0.199 -1.047 3.484 0.000
C 1.427 -0.453 3.522 0.000
C 1.852 -0.350 2.230 0.000
N 0.906 -0.884 1.412 -0.001
C -0.077 -1.294 2.192 0.000
O -0.130 1.082 5.294 0.011
C -0.046 2.383 4.743 0.005
C 0.819 3.224 5.625 0.128
C 0.330 4.000 6.651 0.277
Cl -1.309 4.188 7.068 0.173
S 1.589 4.813 7.522 0.000
C 2.770 4.100 6.507 0.298
C 2.225 3.287 5.556 0.085
C -3.702 0.244 5.451 0.001
Cl -4.083 -0.066 3.800 0.000
C -4.746 0.350 6.351 0.000
H -2.936 0.967 9.147 0.000
H -1.093 0.766 7.502 0.000
H -1.600 0.718 3.888 0.000
H -1.544 -1.781 4.345 0.000
H -0.199 -1.468 5.484 0.000
H 1.884 -0.155 4.442 0.000
H 2.776 0.031 1.839 0.000
H -0.949 -1.826 1.851 0.000
H -1.043 2.835 4.677 0.001
H 0.393 2.315 3.736 0.000
H 3.809 4.313 6.665 0.012
H 2.804 2.741 4.833 0.001
H -5.767 0.234 6.024 0.000
C -1.067 0.510 -3.418 0.000
C -1.312 1.291 -4.752 0.000
N -0.880 2.647 -4.556 0.000
C 0.509 2.702 -4.189 0.000
C 0.669 2.030 -2.783 0.000
N -0.612 1.450 -2.398 0.003
C -1.596 2.512 -2.237 0.000
C -1.705 3.305 -3.581 0.000
H -0.299 -0.250 -3.573 0.000
H -1.981 0.016 -3.074 0.000
H -2.369 1.283 -5.020 0.000
H -0.749 0.844 -5.572 0.000
H 0.834 3.742 -4.155 0.000
H 1.099 2.189 -4.950 0.000
H 0.956 2.768 -2.030 0.000
H 1.432 1.245 -2.800 0.000
H -1.287 3.183 -1.436 0.000
H -2.558 2.073 -1.971 0.000
H -1.368 4.333 -3.457 0.000
H -2.736 3.320 -3.933 0.000
C -0.333 4.918 2.266 0.000
C -0.712 3.609 1.685 0.000
C -1.933 2.967 1.603 0.000
C -1.691 1.766 0.920 0.000
N -0.401 1.677 0.610 -0.001
N 0.180 2.798 1.074 0.000
C -2.645 0.684 0.553 0.001
H -1.171 5.339 2.810 0.000
H -0.045 5.618 1.481 0.000
H 0.507 4.821 2.951 0.000
H -2.872 3.323 1.971 0.000
H 1.177 2.939 1.003 0.000
H -3.511 1.084 0.028 0.000
H -3.009 0.191 1.456 0.000
H -2.147 -0.076 -0.091 0.000
```


[2]
Molecular formula: C41H44N8OPSeSi2TeZr
Method: DFT, the ωB97M-V functional and the def2-TZVPD basis

The net charge is +3. The energy relative to the best compared isomer or geometry (same formula, charge and spin) is 0.0 kcal per mole. Its gap between HOMO and LUMO is 0.253 hartree.

```
100
Properties=species:S:1:pos:R:3:mulliken_charge:R:1
Zr -0.283 0.282 -0.494 0.255
Se -4.345 7.004 0.727 0.403
N -3.578 5.843 1.826 -0.836
C -3.108 4.869 1.088 0.773
C -2.408 3.718 1.633 0.650
C -2.209 3.528 3.003 -0.826
C -1.551 2.392 3.426 -1.007
C -1.085 1.493 2.480 -0.301
N -1.248 1.655 1.161 1.174
C -1.927 2.755 0.749 -1.284
C -2.160 2.868 -0.681 0.291
N -1.687 1.851 -1.440 0.566
C -1.927 1.885 -2.756 -0.267
C -2.616 2.920 -3.372 -1.705
C -3.078 3.968 -2.605 -0.727
C -2.856 3.945 -1.223 0.416
C -3.327 4.983 -0.322 0.702
N -3.974 6.049 -0.719 -0.836
H -2.581 4.267 3.701 0.618
H -1.390 2.192 4.476 0.586
H -0.555 0.605 2.795 0.083
H -1.561 1.056 -3.344 0.980
H -2.768 2.887 -4.442 0.618
H -3.614 4.801 -3.041 0.608
N -1.555 -1.208 0.883 0.299
C -2.046 -2.529 0.468 0.010
C -2.480 -3.440 1.415 -0.312
C -2.985 -4.663 0.994 -0.877
C -3.064 -4.964 -0.360 -0.864
C -2.619 -4.051 -1.302 -1.030
C -2.094 -2.828 -0.888 0.163
P -1.379 -1.639 -2.030 2.388
C -2.185 -1.751 -3.622 0.686
C -3.370 -1.034 -3.810 -0.431
C -4.075 -1.167 -4.993 -0.911
C -3.598 -2.009 -5.991 -0.607
C -2.426 -2.730 -5.803 -0.858
C -1.717 -2.610 -4.618 -0.373
C 0.376 -2.090 -2.147 -0.162
C 1.015 -2.572 -0.995 -0.175
C 2.396 -2.768 -0.985 -0.362
C 3.142 -2.480 -2.113 -0.838
C 2.511 -2.005 -3.264 -0.933
C 1.146 -1.797 -3.283 -0.827
H -2.373 -0.637 1.109 0.407
H -1.061 -1.323 1.771 0.022
H -2.445 -3.198 2.471 0.572
H -3.331 -5.378 1.728 0.447
H -3.470 -5.914 -0.680 0.480
H -2.678 -4.287 -2.357 0.534
H -3.755 -0.391 -3.025 0.491
H -4.998 -0.622 -5.139 0.486
H -4.146 -2.108 -6.918 0.448
H -2.064 -3.391 -6.579 0.475
H -0.811 -3.187 -4.478 0.539
H 0.430 -2.903 -0.142 0.475
H 2.874 -3.175 -0.105 0.468
H 4.210 -2.648 -2.114 0.490
H 3.095 -1.813 -4.156 0.551
H 0.669 -1.432 -4.185 0.719
C 3.705 -1.459 4.761 -1.057
Si 2.403 -2.605 4.078 0.027
C 3.126 -3.758 2.800 -1.008
C 1.474 -3.510 5.410 -1.118
C 1.077 -1.558 3.143 -0.265
Te 1.907 -0.354 1.587 -0.098
C 2.337 1.398 2.714 -0.683
Si 3.002 2.895 1.724 -0.032
C 3.676 4.081 2.984 -1.152
C 1.549 3.683 0.818 -0.456
C 4.296 2.284 0.534 -0.647
H 4.401 -2.033 5.377 0.428
H 3.285 -0.679 5.400 0.358
H 4.303 -0.989 3.977 0.327
H 3.819 -4.456 3.272 0.469
H 3.696 -3.216 2.041 0.253
H 2.358 -4.359 2.306 0.364
H 2.157 -4.145 5.979 0.381
H 0.699 -4.159 4.998 0.351
H 1.006 -2.825 6.119 0.356
H 0.518 -0.916 3.829 0.563
H 0.387 -2.268 2.675 -0.191
H 3.116 1.065 3.401 0.403
H 1.464 1.662 3.313 0.462
H 2.919 4.391 3.707 0.356
H 4.055 4.982 2.498 0.352
H 4.505 3.638 3.540 0.341
H 0.745 3.948 1.508 0.133
H 1.150 3.049 0.018 -0.145
H 1.882 4.609 0.344 0.550
H 5.119 1.804 1.069 0.384
H 4.724 3.117 -0.027 0.365
H 3.909 1.571 -0.196 -0.005
O 1.605 0.827 -1.113 0.085
N 0.931 0.985 -2.251 0.278
C 1.536 1.422 -3.294 1.401
C 0.769 1.527 -4.502 -0.536
N 0.097 1.568 -5.431 -0.451
C 2.934 1.729 -3.268 -0.314
N 4.051 1.985 -3.224 -0.354
```